# 1
Formula: C44H52BiBr2IN5OS3
Source: the Open Molecules 2025 dataset
Level of theory: ωB97M-V/def2-TZVPD

Each line ends with the Mulliken charge.
Cartesian coordinates (Å):
Bi1 -0.571 0.681 0.408  0.29
Br1 -2.440 -3.533 2.925  -0.20
C1 -1.277 -2.221 3.632  0.36
C2 -1.016 -2.257 4.998  -0.34
C3 -0.144 -1.359 5.547  -0.13
Br2 0.141 -1.396 7.429  -0.30
C4 0.520 -0.407 4.753  1.42
C5 1.510 0.481 5.206  -1.16
C6 2.105 1.349 4.322  -1.63
C7 1.674 1.352 2.993  -0.92
N1 0.756 0.531 2.551  1.25
C8 0.204 -0.370 3.367  -1.08
C9 -0.721 -1.287 2.767  0.56
O1 -1.020 -1.250 1.507  0.06
H1 -1.502 -3.001 5.613  0.42
H2 1.819 0.447 6.241  0.29
H3 2.901 2.006 4.640  0.49
H4 2.088 2.026 2.259  0.87
C10 4.089 0.445 0.738  -1.26
C11 3.824 -0.107 -0.628  1.33
C12 4.477 -1.248 -1.061  -0.86
C13 4.242 -1.774 -2.321  -1.03
C14 3.347 -1.142 -3.166  -0.74
C15 2.675 0.005 -2.770  1.69
C16 1.687 0.638 -3.704  -1.83
C17 2.910 0.527 -1.488  -1.25
N2 2.178 1.590 -1.003  1.32
C18 2.289 2.812 -1.349  0.33
C19 3.354 3.317 -2.296  -2.25
C20 1.348 3.782 -0.785  0.58
C21 1.600 5.246 -1.044  -2.04
N3 0.327 3.370 -0.132  1.98
C22 -0.636 4.207 0.425  -0.66
C23 -0.468 4.763 1.699  1.15
C24 0.780 4.559 2.505  -1.86
C25 -1.495 5.520 2.240  -0.67
C26 -2.671 5.729 1.550  -1.17
C27 -2.829 5.178 0.292  -0.34
C28 -1.826 4.421 -0.286  1.02
C29 -1.999 3.860 -1.666  -1.73
H5 4.985 0.001 1.164  0.46
H6 3.252 0.206 1.390  -0.06
H7 4.201 1.528 0.717  0.23
H8 5.177 -1.734 -0.397  0.41
H9 4.759 -2.669 -2.640  0.47
H10 3.157 -1.542 -4.153  0.50
H11 1.207 -0.130 -4.306  0.53
H12 2.169 1.355 -4.372  0.39
H13 0.910 1.154 -3.145  0.13
H14 3.957 2.477 -2.637  0.46
H15 4.012 4.031 -1.803  0.45
H16 2.911 3.805 -3.163  0.37
H17 1.516 5.466 -2.108  0.41
H18 2.595 5.542 -0.716  0.39
H19 0.861 5.837 -0.505  0.44
H20 0.566 3.928 3.368  0.34
H21 1.154 5.516 2.869  0.56
H22 1.560 4.080 1.923  0.10
H23 -1.362 5.945 3.225  0.43
H24 -3.468 6.300 1.999  0.41
H25 -3.758 5.316 -0.239  0.39
H26 -3.057 3.818 -1.921  0.44
H27 -1.583 2.857 -1.736  0.14
H28 -1.486 4.480 -2.405  0.42
S1 -2.835 0.505 -0.734  -0.49
C30 -3.838 1.618 0.179  0.65
C31 -5.054 1.985 -0.390  -0.82
C32 -5.912 2.854 0.252  -0.70
C33 -5.567 3.362 1.494  -0.70
C34 -4.368 3.002 2.073  -0.78
C35 -3.487 2.143 1.425  0.44
S2 -1.971 1.777 2.241  -0.38
H29 -5.308 1.564 -1.351  0.48
H30 -6.845 3.128 -0.220  0.36
H31 -6.234 4.037 2.009  0.37
H32 -4.088 3.384 3.042  0.54
C36 -3.311 -6.045 -1.039  -1.27
C37 -2.769 -5.187 -2.176  0.10
C38 -2.974 -3.691 -1.938  -0.70
C39 -2.332 -3.155 -0.654  0.11
N4 -0.932 -3.495 -0.538  0.82
C40 0.066 -2.704 -0.918  -0.07
S3 -0.201 -1.256 -1.748  -0.51
N5 1.334 -3.090 -0.754  1.06
C41 1.786 -4.371 -0.265  -1.39
C42 1.603 -5.509 -1.277  -0.24
C43 2.331 -5.263 -2.603  -0.24
C44 1.466 -4.548 -3.637  -0.88
H33 -3.197 -7.103 -1.270  0.40
H34 -4.366 -5.836 -0.882  0.33
H35 -2.788 -5.844 -0.107  0.23
H36 -3.280 -5.457 -3.107  0.43
H37 -1.706 -5.390 -2.320  -0.22
H38 -4.045 -3.487 -1.869  0.49
H39 -2.573 -3.134 -2.787  0.22
H40 -2.851 -3.556 0.215  0.35
H41 -2.437 -2.068 -0.641  -0.93
H42 -0.707 -4.284 0.052  0.41
H43 2.030 -2.425 -1.056  -0.90
H44 1.278 -4.622 0.672  0.35
H45 2.845 -4.259 -0.032  0.50
H46 0.543 -5.668 -1.482  -0.09
H47 1.993 -6.413 -0.806  0.50
H48 2.643 -6.226 -3.017  0.36
H49 3.232 -4.676 -2.415  0.03
H50 0.582 -5.138 -3.869  0.32
H51 2.027 -4.397 -4.557  0.41
H52 1.141 -3.577 -3.277  0.03
I1 2.616 -2.549 2.769  -0.69

Force components x, y, z for each atom (eV/Å):
Bi 0.2 -0.7 0.3
Br -0.1 -0.1 0.0
C 0.0 0.1 -0.4
C 0.3 0.2 0.3
C -0.2 -0.3 0.2
Br 0.0 -0.1 0.0
C -0.1 0.0 -0.4
C 0.1 0.2 -0.2
C 0.0 -0.2 0.3
C 0.0 -0.1 0.0
N 0.3 0.3 0.0
C -0.2 -0.1 0.8
C -0.4 -0.5 0.3
O 0.3 0.4 -0.3
H 0.0 0.0 0.0
H 0.0 0.0 0.0
H 0.0 0.1 0.0
H 0.1 0.1 0.0
C 0.0 0.0 -0.1
C 0.0 0.2 0.0
C 0.1 -0.1 -0.1
C 0.0 0.0 -0.1
C 0.1 0.0 0.1
C 0.0 0.2 0.1
C 0.0 0.0 0.1
C 0.9 -0.9 -0.6
N -0.8 1.3 0.4
C 1.1 -1.6 -0.5
C -0.1 -0.3 0.0
C -1.5 1.0 0.8
C -0.2 0.0 0.2
N 1.2 -0.5 -0.6
C -0.7 1.1 0.4
C 0.2 0.0 -0.3
C 0.0 0.0 -0.1
C 0.0 0.0 -0.1
C 0.0 0.1 0.0
C 0.1 0.1 0.0
C 0.2 0.0 -0.1
C 0.1 0.1 0.0
H 0.0 0.0 0.1
H 0.0 -0.1 0.2
H 0.1 0.1 0.0
H 0.0 0.0 0.1
H 0.0 -0.1 0.0
H -0.1 -0.1 -0.1
H 0.0 0.0 -0.1
H 0.0 0.1 0.0
H -0.1 0.1 0.0
H 0.0 0.0 0.0
H 0.0 0.1 0.0
H 0.0 0.1 0.0
H 0.0 0.0 -0.1
H 0.1 0.0 0.0
H 0.1 0.0 -0.1
H 0.0 -0.1 0.0
H 0.1 0.0 0.0
H 0.1 0.0 0.0
H 0.0 0.0 0.1
H -0.1 0.1 0.0
H -0.1 0.0 -0.1
H 0.0 -0.1 -0.1
H -0.1 -0.1 -0.1
H 0.0 0.0 -0.1
S -0.4 0.0 -0.4
C 0.0 -0.1 -0.1
C 0.0 0.0 0.0
C -0.1 0.0 -0.1
C -0.1 0.1 0.1
C -0.2 -0.1 0.0
C 0.3 -0.1 0.2
S -0.3 0.2 0.3
H -0.1 0.0 -0.1
H -0.1 0.0 0.0
H -0.1 0.1 0.1
H 0.0 0.1 0.1
C 0.1 0.0 -0.3
C -0.2 0.2 0.1
C 0.3 -0.1 0.1
C -0.6 0.2 -0.4
N 0.3 -0.4 0.3
C 0.5 -0.2 -0.2
S -0.3 0.2 -0.8
N -0.2 0.0 0.1
C -0.2 -0.5 0.0
C 0.3 0.2 0.0
C -0.3 -0.1 0.0
C 0.2 -0.1 0.1
H 0.0 -0.1 0.1
H -0.2 0.0 0.1
H 0.0 0.0 0.2
H 0.1 0.0 0.0
H 0.0 0.0 -0.1
H -0.1 0.1 -0.1
H 0.0 0.1 0.0
H 0.1 0.1 0.0
H 0.0 -0.3 0.2
H 0.1 0.1 0.0
H -0.1 0.0 0.1
H 0.2 0.2 0.1
H -0.1 0.0 0.2
H -0.1 -0.1 0.0
H -0.1 0.0 0.0
H 0.1 0.0 0.0
H 0.1 0.0 0.0
H -0.1 -0.1 0.0
H 0.0 0.0 -0.2
H -0.1 0.2 0.0
I 0.4 -0.2 -0.1

Its total charge is -1. The spin multiplicity is 1. As for the energy above the lowest of the compared OMol25 structures with the same formula, charge and spin: 15.29 kcal per mole. The LUMO energy comes out at 1.54 eV.


# 2
Formula: C44H52F3N7O2
Source: the Open Molecules 2025 dataset
Level of theory: ωB97M-V/def2-TZVPD

Each line ends with the Mulliken charge.
Cartesian coordinates (Å):
C1 -3.192 26.017 -6.557  -1.26
C2 -3.204 24.772 -7.543  0.21
O1 -3.633 25.137 -8.816  -0.26
C3 -3.667 24.224 -9.788  0.41
O2 -3.073 23.171 -9.744  -0.56
C4 -4.413 24.670 -11.061  0.87
F1 -4.723 25.984 -11.120  -0.25
F2 -3.652 24.272 -12.106  -0.24
F3 -5.590 23.981 -11.172  -0.18
H1 -2.362 26.687 -6.781  0.36
H2 -2.940 25.661 -5.558  0.39
H3 -4.103 26.592 -6.392  0.32
H4 -4.005 24.090 -7.260  -0.05
H5 -2.271 24.209 -7.514  0.31
C5 -5.598 22.883 -4.822  -0.86
C6 -6.497 22.709 -5.901  -0.21
C7 -7.729 23.341 -5.549  -0.78
N1 -7.463 24.013 -4.401  -0.01
C8 -6.214 23.691 -3.915  -0.29
H6 -4.568 22.656 -4.590  0.44
H7 -6.317 22.109 -6.780  0.67
H8 -8.715 23.435 -5.978  0.51
H9 -8.067 24.714 -3.995  0.21
H10 -5.862 24.235 -3.051  0.38
C9 -8.550 23.907 -14.523  -0.75
C10 -8.007 24.500 -15.699  -0.54
C11 -6.817 23.851 -15.979  -0.62
N2 -6.589 22.873 -15.052  0.37
C12 -7.640 22.904 -14.145  -0.05
H11 -9.518 24.055 -14.066  0.40
H12 -8.520 25.234 -16.303  0.40
H13 -6.182 23.926 -16.849  0.37
H14 -5.787 22.260 -15.071  0.12
H15 -7.596 22.209 -13.320  0.29
C13 -4.581 20.766 -14.818  -0.98
C14 -5.246 19.638 -15.276  -0.57
C15 -5.743 18.900 -14.221  -0.63
N3 -5.513 19.640 -13.092  0.54
C16 -4.721 20.719 -13.436  -0.89
H16 -4.031 21.467 -15.428  0.84
H17 -5.274 19.306 -16.304  0.40
H18 -6.242 17.942 -14.183  0.54
H19 -5.749 19.411 -12.137  0.09
H20 -4.342 21.377 -12.668  0.59
C17 -7.723 15.959 -4.414  -0.74
C18 -6.819 16.379 -5.377  -0.46
C19 -7.219 17.606 -5.957  -0.48
N4 -8.467 17.798 -5.429  0.20
C20 -8.793 16.845 -4.499  -0.71
H21 -7.621 15.128 -3.732  0.45
H22 -5.891 15.875 -5.604  0.43
H23 -6.772 18.301 -6.651  0.42
H24 -9.011 18.630 -5.604  0.18
H25 -9.701 16.995 -3.933  0.57
C21 -11.499 19.223 -13.079  -0.17
C22 -11.324 17.811 -13.126  -0.53
C23 -11.802 17.341 -11.896  -0.69
N5 -12.350 18.322 -11.174  0.06
C24 -12.291 19.503 -11.978  -0.87
H26 -11.197 19.840 -13.912  0.50
H27 -10.847 17.274 -13.932  0.44
H28 -11.706 16.361 -11.454  0.60
H29 -12.722 18.146 -10.252  0.27
H30 -12.675 20.427 -11.572  0.42
C25 -10.058 14.034 -8.712  -1.25
C26 -9.836 15.361 -9.165  0.00
C27 -9.745 16.191 -8.089  -0.33
N6 -9.948 15.442 -6.954  0.34
C28 -10.188 14.120 -7.341  -0.59
H31 -10.120 13.154 -9.335  0.44
H32 -9.857 15.617 -10.214  0.42
H33 -9.584 17.259 -8.073  0.45
H34 -9.863 15.820 -6.022  0.19
H35 -10.253 13.353 -6.584  0.39
C29 -10.110 20.656 -6.805  0.53
C30 -10.723 20.166 -5.661  -0.87
C31 -11.683 19.280 -6.116  -0.30
N7 -11.634 19.227 -7.532  0.26
C32 -10.680 20.120 -7.915  -1.59
H36 -9.303 21.370 -6.741  0.46
H37 -10.600 20.378 -4.609  0.40
H38 -12.417 18.700 -5.576  0.44
H39 -12.244 18.686 -8.128  0.16
H40 -10.490 20.311 -8.961  0.51
C33 -7.469 21.198 -10.729  -0.54
C34 -6.486 20.937 -9.749  -0.67
C35 -6.424 19.699 -9.186  -1.05
C36 -7.386 18.720 -9.492  -0.39
C37 -8.331 18.986 -10.444  -0.03
C38 -8.397 20.226 -11.079  -0.66
H41 -7.496 22.166 -11.208  0.72
H42 -5.758 21.704 -9.530  0.62
H43 -5.648 19.592 -8.442  0.50
H44 -7.418 17.797 -8.932  0.81
H45 -9.097 18.249 -10.633  0.28
H46 -9.174 20.478 -11.785  0.41
C39 -4.725 15.592 -12.864  -0.06
C40 -4.924 14.482 -13.718  -0.81
C41 -6.208 13.965 -13.734  -0.25
C42 -7.258 14.570 -13.069  -0.79
C43 -7.022 15.661 -12.263  0.37
C44 -5.711 16.124 -12.118  -0.51
H47 -3.741 16.026 -12.767  0.36
H48 -4.084 14.022 -14.216  0.40
H49 -6.437 13.019 -14.201  0.34
H50 -8.289 14.250 -13.050  0.42
H51 -7.856 16.072 -11.713  0.28
H52 -5.527 17.045 -11.584  0.25

Force components x, y, z for each atom (eV/Å):
C 0.8 -1.0 -0.4
C -1.0 0.3 2.5
O -0.7 1.1 -2.5
C 1.7 -0.3 1.1
O -1.1 0.6 -0.2
C -0.9 -0.4 -0.7
F 0.7 -1.2 -0.1
F -0.5 0.9 0.5
F 0.8 0.5 0.3
H -0.2 0.1 -0.4
H 0.0 -0.4 0.0
H -0.2 -0.3 -0.7
H 0.2 -0.2 0.8
H 0.1 0.3 -0.3
C 0.2 0.8 0.6
C -1.7 -0.4 0.1
C 2.3 -0.1 -0.5
N -0.1 -0.1 0.9
C -1.0 1.4 -0.1
H 0.0 -0.6 -0.8
H -0.2 0.0 0.0
H 0.3 -0.1 -0.4
H 0.0 -0.4 0.0
H 0.2 -0.3 0.0
C 1.4 -1.5 0.1
C 0.0 -0.5 0.1
C -0.4 0.1 -0.4
N -1.6 1.5 0.1
C 0.2 0.3 -0.5
H 0.2 0.2 0.0
H 0.3 0.1 0.0
H 0.0 0.2 0.1
H -0.4 0.0 0.4
H -0.3 0.1 -0.1
C 0.4 -0.2 1.6
C -0.4 -1.9 -1.0
C -0.4 0.7 -0.1
N 1.3 0.4 -0.5
C -0.3 0.4 0.2
H 0.1 0.0 0.2
H -0.1 0.0 0.0
H -0.1 0.2 -0.1
H 0.0 -0.1 -0.2
H -0.1 0.1 -0.1
C -1.5 0.4 0.0
C 1.9 1.3 -1.2
C -0.8 -2.3 1.2
N 0.2 0.8 0.0
C 0.5 0.5 0.2
H -0.1 0.0 -0.2
H 0.0 0.1 0.0
H -0.1 -0.3 0.0
H -0.2 -0.1 0.0
H 0.1 -0.3 0.1
C -1.5 -0.7 -0.2
C 0.1 0.1 1.8
C 1.2 -1.6 -1.4
N -0.2 1.8 -1.5
C 1.0 -0.3 1.5
H -0.3 0.4 0.3
H 0.0 -0.2 0.3
H -0.2 -0.1 -0.2
H -0.2 0.5 -0.5
H 0.1 0.0 -0.2
C -0.4 0.4 0.8
C -0.2 -0.5 -0.9
C -0.2 0.1 0.3
N -0.4 -0.6 -1.3
C 1.0 0.6 0.4
H -0.1 0.0 0.2
H 0.4 0.3 0.1
H 0.0 -0.1 0.2
H 0.0 -0.4 0.0
H -0.2 0.0 -0.1
C 1.5 1.5 -0.1
C -1.9 -1.6 0.2
C -0.3 -0.5 -1.0
N -0.1 0.5 2.4
C 0.1 -0.2 -1.1
H 0.0 0.0 -0.5
H 0.3 0.2 -0.2
H 0.1 0.0 -0.1
H 0.3 0.2 0.3
H 0.1 -0.1 0.1
C 0.2 -0.1 0.4
C -0.7 0.7 -1.7
C -0.1 -0.4 0.7
C 1.0 0.3 0.6
C -0.9 0.0 -0.3
C 0.5 0.4 0.4
H 0.0 0.1 0.0
H 0.1 0.0 0.2
H 0.0 -0.6 0.2
H 0.1 -0.2 -0.1
H -0.1 -0.2 -0.2
H -0.1 -0.3 -0.1
C 1.8 -1.1 -1.2
C -0.5 0.7 1.4
C -0.1 -1.0 -0.6
C -0.3 0.7 0.9
C 0.4 0.0 0.3
C -1.9 1.2 0.1
H 0.2 0.0 -0.2
H -0.1 0.0 -0.1
H 0.2 0.0 -0.5
H 0.1 -0.6 -0.5
H 0.1 0.3 0.1
H 0.1 -0.1 0.5

Its total charge is 0. The spin multiplicity is 1. The LUMO energy comes out at 0.45 eV.